--- i ---
The following is a quantum chemistry calculation of a 3-piece molecular cluster, C4H14NO3 overall, from OMol25.

The geometry in XYZ format:
```
22
Properties=species:S:1:pos:R:3:nbo_charge:R:1
H 0.0101 0.0155 0.6176 0.22
N 0.1423 -1.8660 -0.1824 -0.68
H -1.9284 0.6810 -0.7319 0.22
H -0.3580 2.3250 2.1618 0.45
H 2.2224 -1.4280 -0.0814 0.06
C -0.4125 -0.9759 0.7898 -0.24
H 1.6457 -2.2096 -1.5777 0.10
H -3.4798 -0.0845 -0.4563 0.17
H 1.8648 2.4685 -1.0066 0.44
O 0.5359 2.6546 2.0225 -0.99
H -0.0894 -1.1839 1.8320 0.15
O 1.2867 -0.2121 -1.4200 -0.90
C 1.3953 -1.4179 -0.8489 0.15
H 1.2880 1.0272 -0.9159 0.51
C -1.9297 -0.9209 0.7327 -0.39
H 0.6567 2.4565 1.0715 0.51
H -2.3185 -0.2102 1.4648 0.18
C -2.4109 -0.2908 -0.6012 -0.60
O 1.0561 2.0809 -0.6555 -1.08
H -2.4123 -1.8957 0.7958 0.18
H 0.3425 -2.8169 0.0874 0.34
H -2.2387 -0.8943 -1.4868 0.21
```

## Properties
E_HOMO in eV: -3.77
Frontier orbital gap in eV: 7.69
LUMO in Ha: 0.144
Charge: -1
Molecular weight in g/mol: 124.16
Spin multiplicity: 1

---

--- ii ---
The following is a quantum chemistry calculation of a 3-piece molecular cluster, C4H14NO3 overall, from OMol25.

The geometry in XYZ format:
```
22
Properties=species:S:1:pos:R:3:nbo_charge:R:1
H 1.2005 0.0271 1.8919 0.13
H -1.1258 0.6717 -0.7975 0.41
H -0.3632 -2.2231 -1.2932 0.18
H -1.2485 0.0091 1.6844 0.51
O -0.3074 0.9351 0.9611 -0.96
C 0.4336 -1.5799 -1.0896 -0.43
H 1.4244 -2.1700 -1.0799 0.19
H 0.2450 3.7781 -0.0997 0.44
N -0.9369 0.4581 -1.7581 -0.86
H -1.8317 0.1327 3.3013 0.44
H 0.5227 -0.7377 -3.0145 0.17
H 0.3021 2.6099 0.7087 0.51
H -1.7958 -0.1142 -1.9876 0.33
C 0.3443 -1.4316 0.4960 -0.45
H -0.6952 -1.5654 0.9366 0.23
O 0.8291 3.4559 0.6192 -0.99
O -1.9403 -0.4754 2.4231 -1.07
H 1.2434 0.1794 -1.8019 0.19
H 1.6968 0.5103 0.0338 0.11
C 0.2856 -0.3629 -1.9576 -0.23
H 0.9477 -2.1671 1.0104 0.18
C 0.7695 0.0600 0.8131 -0.04
```

## Properties
E_HOMO in eV: -4.05
Frontier orbital gap in eV: 8.05
LUMO in Ha: 0.147
Charge: -1
Molecular weight in g/mol: 124.16
Spin multiplicity: 1

---

--- iii ---
The following is a quantum chemistry calculation of C4H14NO3 as an isolated structure, from OMol25.

The geometry in XYZ format:
```
22
Properties=species:S:1:pos:R:3:nbo_charge:R:1
H 0.2618 -1.2154 -1.6594 0.17
H 0.0010 0.2340 -0.7216 0.19
C -0.1670 -0.8452 -0.7215 -0.23
C -2.3969 0.0207 -1.1883 -0.41
H -3.4249 -0.2770 -1.1756 0.18
H 1.8277 2.7314 1.2426 0.43
H -2.1458 0.2326 -2.2271 0.18
N -1.6250 -1.1496 -0.7825 -0.63
H -0.5789 -0.2241 1.9808 0.14
H 1.0540 2.1836 -1.4037 0.49
H 0.1568 -2.5842 0.4541 0.17
O 1.3860 -0.0066 2.1009 -0.87
H -1.8732 -1.4606 0.1432 0.34
H -2.2123 0.8929 -0.5509 0.18
H 2.4585 2.0319 -1.1322 0.49
H 0.3900 -1.7063 2.5545 0.14
H 1.3708 0.9938 1.4616 0.49
H 1.5368 -1.6369 0.4127 0.23
C 0.4579 -1.5214 0.4651 -0.45
O 1.3401 2.0365 0.7943 -1.19
O 1.8840 2.1372 -1.9047 -0.99
C 0.2987 -0.8672 1.8577 -0.06
```

## Properties
E_HOMO in eV: -4.20
Frontier orbital gap in eV: 8.07
LUMO in Ha: 0.142
Charge: -1
Molecular weight in g/mol: 124.16
Spin multiplicity: 1

---

Q: Which of them is the least stable? A: ii.

---

--- i ---
The following is a quantum chemistry calculation of a 2-piece molecular cluster, CH4O2S overall, from OMol25.

The geometry in XYZ format:
```
8
Properties=species:S:1:pos:R:3:nbo_charge:R:1
C 1.3290 0.8668 -1.1970 0.63
H -1.4813 -0.4919 2.0284 0.20
S -2.1752 -1.3972 1.2485 0.60
O 1.4400 2.0324 -0.5602 -0.68
H 2.3529 2.1413 -0.2100 0.51
O 2.0289 -0.0993 -1.1060 -0.56
H -2.0164 -0.2917 0.4230 0.20
H 0.4270 0.7562 -1.8167 0.10
```

## Properties
E_HOMO (spin up / spin down) in eV: -13.96 / -13.94
Frontier orbital gap (spin up / spin down) in eV: 8.17 / 3.08
<S²>: 0.7533
LUMO (spin up / spin down) in Ha: -0.213 / -0.399
Charge: +1
Molecular weight in g/mol: 80.11
Spin multiplicity: 2

---

--- ii ---
The following is a quantum chemistry calculation of a 2-piece molecular cluster, CH4O2S overall, from OMol25.

The geometry in XYZ format:
```
8
Properties=species:S:1:pos:R:3:nbo_charge:R:1
O -0.9617 1.2682 1.0582 -0.56
H -0.8129 -1.2469 -3.5654 0.19
H 0.9507 1.0023 1.7106 0.10
O -0.4258 -0.1391 2.6872 -0.66
S 0.0091 -0.4054 -2.8650 0.63
C -0.1225 0.7817 1.7402 0.64
H 0.3967 -0.5299 2.9914 0.49
H 0.9664 -0.7308 -3.7572 0.18
```

## Properties
E_HOMO (spin up / spin down) in eV: -13.85 / -13.84
Frontier orbital gap (spin up / spin down) in eV: 8.47 / 3.03
<S²>: 0.7531
LUMO (spin up / spin down) in Ha: -0.198 / -0.397
Charge: +1
Molecular weight in g/mol: 80.11
Spin multiplicity: 2

---

Q: Which of them is the least stable? A: i.